ORCA calculation (the ωB97M-V functional and the def2-TZVPD basis) on C14H15CdF6N4O10S2 as an isolated structure.

Geometry (Å):
O -2.71 3.65 -1.23
O -3.05 0.34 -2.38
S 0.91 0.55 -2.62
C -0.32 2.73 2.79
H -0.29 3.91 0.50
O 1.86 3.56 3.23
O 1.32 1.60 -1.69
H -0.43 1.97 3.56
O -1.34 1.87 -0.99
H 4.76 -1.66 1.43
H -0.23 -5.62 -0.28
H -0.03 -3.99 -0.82
O 1.40 -0.77 -2.28
C -1.28 3.49 0.70
F 1.49 2.26 -4.51
O -1.54 -0.46 1.86
N 1.59 -0.88 0.72
H -0.64 3.69 3.21
H -3.03 1.76 1.07
C -1.80 -1.76 -3.11
H 3.78 -3.98 1.32
H -1.92 4.26 1.12
S -1.71 -0.09 -2.21
H 3.26 0.29 1.02
H -1.90 -0.55 0.97
C 3.72 -1.82 1.20
N -0.57 0.56 -3.13
H -3.39 0.05 2.65
O -1.25 -0.63 -0.91
C 1.23 -4.61 0.72
C 1.78 1.00 -4.16
C 1.84 -3.24 0.82
F -3.07 -2.17 -3.20
H -2.94 2.50 2.68
O 1.64 2.08 1.55
C 2.89 -0.73 0.98
N -1.12 2.35 1.62
H -1.98 0.47 3.61
C -2.43 1.83 1.98
O 1.62 -5.54 1.41
Cd 0.29 0.93 0.28
C 1.20 2.82 2.50
H 0.02 -2.17 0.42
C -2.37 0.44 2.60
C -1.86 3.00 -0.64
C 1.08 -2.10 0.64
C 3.18 -3.10 1.14
N 0.24 -4.73 -0.20
F 1.45 0.19 -5.16
F -1.30 -1.72 -4.35
F 3.08 0.90 -3.94
F -1.13 -2.73 -2.45

The value obtained for the LUMO energy is 2.30 eV. As for the charge: -1. For the largest force on an atom, the calculation gives 0.0371 Eh/bohr. For the energy relative to the best compared isomer or geometry (same formula, charge and spin), the calculation gives 119.06 kJ/mol. Its frontier orbital gap is 8.75 eV. The calculation puts the calculated total energy at -83740.612 eV. The highest occupied orbital energy comes out at -6.5 eV.